(1)
The following is a DFT calculation (ωB97M-V with the def2-TZVPD basis set) of a molecular structure, C23H47NO2P2SSn in a non-equilibrium geometry.

Last column: Löwdin charge in e.
Atoms and positions in Å:
1 Sn 0.1843 -0.0132 -0.3163  0.9568
2 C 2.4939 -0.6719 -0.8200  -0.0219
3 O 3.5932 -0.3194 -0.8709  0.2277
4 C -2.0931 0.2769 0.0968  -0.0389
5 O -3.0588 0.7624 0.5282  0.2271
6 P 0.1302 2.5406 -1.1745  1.0870
7 C -0.2760 2.5175 -2.9833  -0.5292
8 H -0.3973 3.5828 -3.2395  0.1124
9 C -1.1937 3.6283 -0.4396  -0.4954
10 H -2.0883 2.9832 -0.4899  0.0894
11 C 1.7608 3.4365 -1.1175  -0.4969
12 H 2.4502 2.6933 -1.5599  0.1094
13 C 1.4696 -3.4765 1.0860  -0.5085
14 P -0.0091 -2.6395 0.3360  1.0691
15 H -0.4582 -4.5470 -0.9886  0.1329
16 H 2.2766 -3.2698 0.3656  0.0978
17 C -1.4418 -3.3075 1.3120  -0.4749
18 H -1.2793 -4.3988 1.2878  0.1326
19 C -0.9457 3.9605 1.0345  -0.0744
20 H -1.8724 4.3875 1.4463  0.1189
21 H -0.1596 4.7171 1.1546  0.0884
22 H -0.6914 3.0814 1.6431  0.0429
23 C -1.4867 4.9035 -1.2352  -0.0401
24 H -0.6562 5.6188 -1.1865  0.0890
25 H -2.3638 5.3872 -0.7814  0.1269
26 H -1.7340 4.7119 -2.2858  0.0896
27 C 1.8171 4.7017 -1.9785  -0.0482
28 H 1.4183 4.5715 -2.9897  0.0807
29 H 2.8744 4.9828 -2.0846  0.1273
30 H 1.3038 5.5440 -1.4986  0.0912
31 C 2.2638 3.7301 0.2979  -0.0785
32 H 3.3375 3.9620 0.2335  0.1176
33 H 2.1484 2.8823 0.9844  0.0464
34 H 1.7711 4.6087 0.7349  0.0880
35 C 0.8713 1.9574 -3.8324  -0.0747
36 H 1.6673 2.7023 -3.9728  0.0959
37 H 0.4838 1.6994 -4.8290  0.1170
38 H 1.3273 1.0591 -3.3988  0.0513
39 C -1.6122 1.8157 -3.2616  -0.0732
40 H -1.6467 0.7925 -2.8629  0.0459
41 H -1.7484 1.7509 -4.3522  0.1200
42 H -2.4655 2.3762 -2.8522  0.0983
43 C 1.2951 -4.9962 1.1969  -0.0461
44 H 1.0168 -5.4754 0.2510  0.0875
45 H 0.5517 -5.2607 1.9614  0.1016
46 H 2.2565 -5.4269 1.5103  0.1271
47 C 1.8992 -2.8888 2.4306  -0.0770
48 H 1.2380 -3.2036 3.2470  0.0806
49 C -1.2490 -2.9470 -2.2011  -0.0910
50 H 1.9487 -1.7942 2.4234  0.0457
51 H 2.9040 -3.2720 2.6621  0.1178
52 C 1.2065 -3.5994 -1.9968  -0.0750
53 H -1.3925 -1.8652 -2.0724  0.0228
54 H -0.9762 -3.1231 -3.2498  0.1087
55 H -2.2136 -3.4438 -2.0291  0.0907
56 C -0.1572 -3.5274 -1.2900  -0.5021
57 H 1.0424 -3.8515 -3.0541  0.1136
58 H 1.8430 -4.3867 -1.5679  0.1000
59 H 1.7526 -2.6436 -1.9472  0.0342
60 C -2.7904 -3.0008 0.6539  -0.0649
61 H -2.8745 -1.9426 0.3729  0.0413
62 H -3.5882 -3.2207 1.3759  0.1164
63 H -2.9665 -3.6273 -0.2265  0.0851
64 C -1.4200 -2.8318 2.7719  -0.0659
65 H -1.2624 -1.7466 2.8568  0.0627
66 H -0.6541 -3.3450 3.3636  0.0777
67 H -2.3900 -3.0658 3.2316  0.1118
68 H 0.5424 -0.7861 -2.2394  0.0765
69 H 0.0372 -0.1599 -2.3599  0.0524
70 S 0.2616 1.3447 4.1726  1.2157
71 C 1.9264 1.1823 3.6558  -0.2512
72 C 2.0086 0.7585 2.3589  -0.2260
73 N 0.7448 0.5778 1.7705  -0.2112
74 C -0.2622 0.8648 2.6282  -0.4906
75 H 2.7700 1.3926 4.2971  0.1137
76 H 2.9180 0.5627 1.7846  0.1276
77 H -1.3155 0.7701 2.3810  0.0675

Properties
Relative energy (zero: lowest compared OMol25 entry of this formula, charge and spin) in kcal/mol: 0.0
Net charge: +4
Strongest force on any atom in hartree/bohr: 0.1386
LUMO in eV: -15.05
Energy in a.u.: -2403.30417
Frontier orbital gap in eV: 6.841

(2)
The following is a DFT calculation (ωB97M-V with the def2-TZVPD basis set) of 2 unconnected molecules or ions with the total composition C4H10O3.

Last column: natural (NBO) charge in e.
Atoms and positions in Å:
1 C 1.9508 1.0583 -0.3169  -0.2734
2 O 1.9880 -0.2795 0.2364  -0.5100
3 C 1.9447 -1.2440 -0.6447  0.0818
4 C -1.1140 -0.8737 0.2450  -0.0972
5 O -0.5894 -0.3274 1.4454  -0.7471
6 C -2.1387 0.1166 -0.2854  -0.0838
7 O -1.5685 1.4084 -0.3390  -0.7213
8 H 2.3931 1.7159 0.4326  0.1943
9 H 0.9038 1.3170 -0.5024  0.2182
10 H 2.5191 1.0675 -1.2476  0.2086
11 H -0.3273 -0.9979 -0.5124  0.1691
12 H 1.9095 -2.1506 0.0097  0.0775
13 H -1.5692 -1.8559 0.4317  0.1725
14 H 0.3716 -0.4393 1.4410  0.4883
15 H -3.0319 0.1093 0.3573  0.1620
16 H -2.4431 -0.1570 -1.2999  0.1846
17 H -1.1984 1.5320 0.5493  0.4760

Properties
Relative energy (zero: lowest compared OMol25 entry of this formula, charge and spin) in kcal/mol: 102.1
Strongest force on any atom in hartree/bohr: 0.0097
LUMO in eV: 0.40
Energy in a.u.: -383.98691
Frontier orbital gap in eV: 9.506

(3)
The following is a DFT calculation (ωB97M-V with the def2-TZVPD basis set) of a molecular structure, C30H45BN7O2S2Sm in a non-equilibrium geometry.

Last column: Löwdin spin population.
Atoms and positions in Å:
1 Sm -0.1287 0.6573 0.2417  5.0847
2 C 2.0129 2.8533 -3.5955  0.0000
3 C 1.5119 1.8954 -2.5602  0.0006
4 N 0.3754 2.0397 -1.9699  -0.0062
5 N -0.3900 3.0319 -2.4993  -0.0007
6 C -1.4903 3.3674 -1.8546  -0.0007
7 N -2.2836 4.2057 -2.5665  -0.0005
8 S -2.0014 3.0179 -0.2412  -0.0082
9 C 2.3015 0.6786 -2.2541  -0.0001
10 C 3.4488 0.3690 -2.9742  -0.0001
11 C 4.1527 -0.7851 -2.6697  0.0003
12 C 3.7022 -1.6013 -1.6491  0.0000
13 C 2.5469 -1.2306 -0.9834  0.0002
14 N 1.8570 -0.1297 -1.2858  -0.0060
15 H 1.5634 3.8270 -3.4350  0.0000
16 H 1.7322 2.5295 -4.6027  0.0001
17 H 3.0988 2.9391 -3.5514  0.0000
18 H -2.0961 4.3367 -3.5446  0.0000
19 H -3.1654 4.4787 -2.1767  -0.0001
20 H 3.7844 1.0205 -3.7676  0.0000
21 H 5.0486 -1.0370 -3.2233  0.0000
22 H 4.2323 -2.4994 -1.3603  0.0000
23 H 2.1620 -1.8274 -0.1688  0.0001
24 N -0.8175 1.4725 2.7772  -0.0043
25 C -0.5950 2.9064 3.0358  -0.0001
26 C 0.7773 3.3189 2.5438  -0.0003
27 N 0.8827 3.0876 1.0953  -0.0051
28 H -1.7706 1.2138 3.0074  0.0001
29 H -0.2026 0.9185 3.3643  0.0001
30 H -0.6777 3.1497 4.0971  -0.0001
31 H -1.3600 3.4684 2.5022  0.0000
32 H 1.5426 2.7213 3.0413  0.0000
33 H 0.9491 4.3635 2.8134  -0.0002
34 H 1.8297 3.2737 0.7870  0.0002
35 H 0.2608 3.7236 0.6077  0.0002
36 C 5.0128 2.3089 2.9023  0.0001
37 C 4.5796 2.2707 1.5843  0.0001
38 C 3.5105 1.4633 1.2087  0.0003
39 C 2.8178 0.6777 2.1405  -0.0003
40 C 3.2797 0.7227 3.4673  -0.0002
41 C 4.3524 1.5184 3.8378  0.0000
42 N 1.6766 -0.0460 1.7853  -0.0101
43 C 1.5303 -1.3233 2.3013  -0.0003
44 C 2.6181 -2.1478 2.6627  -0.0002
45 C 2.4183 -3.4515 3.0889  0.0000
46 C 1.1382 -3.9988 3.1639  -0.0001
47 C 0.0600 -3.2057 2.7990  0.0000
48 C 0.2490 -1.8940 2.3860  -0.0006
49 H 5.8503 2.9302 3.1944  0.0000
50 H 5.0867 2.8659 0.8319  0.0000
51 H 3.2015 1.4353 0.1731  0.0001
52 H 2.7693 0.1266 4.2165  0.0000
53 H 4.6694 1.5300 4.8743  0.0000
54 H 3.6257 -1.7564 2.5822  0.0000
55 H 3.2780 -4.0554 3.3599  0.0000
56 H 0.9872 -5.0171 3.4995  0.0000
57 H -0.9466 -3.6062 2.8369  0.0000
58 H -0.6264 -1.3106 2.1133  -0.0004
59 C -0.4024 -2.7759 -2.5745  -0.0002
60 S -0.1999 -3.1588 -0.8245  -0.0017
61 C 1.1340 -4.3574 -0.9760  -0.0004
62 H 0.5449 -2.4253 -2.9933  0.0000
63 H -1.1462 -1.9837 -2.6417  -0.0002
64 H -0.7451 -3.6527 -3.1241  0.0000
65 H 0.7911 -5.2523 -1.4965  -0.0001
66 H 1.4460 -4.6225 0.0363  0.0000
67 H 1.9786 -3.9204 -1.5142  0.0000
68 C -4.7997 -0.3079 -2.7884  -0.0002
69 C -4.0993 -1.0651 -1.6750  -0.0020
70 C -4.1244 -2.5603 -1.9663  -0.0002
71 O -2.7096 -0.6648 -1.6619  -0.0053
72 B -2.2721 -0.4811 -0.3495  -0.0263
73 O -3.3589 -0.6121 0.5157  -0.0034
74 C -4.5900 -0.7009 -0.2365  -0.0015
75 C -5.2616 0.6641 -0.1560  -0.0002
76 C -5.4727 -1.7485 0.4135  -0.0001
77 H -4.3949 -0.6283 -3.7510  0.0000
78 H -4.6416 0.7661 -2.6924  0.0000
79 H -5.8747 -0.5121 -2.7839  -0.0001
80 H -3.6544 -2.7363 -2.9367  0.0000
81 H -5.1466 -2.9457 -2.0050  -0.0001
82 H -3.5622 -3.1152 -1.2114  0.0000
83 H -4.5982 1.4439 -0.5360  0.0000
84 H -5.4705 0.8861 0.8927  0.0000
85 H -6.2037 0.6858 -0.7093  -0.0001
86 H -4.9589 -2.7051 0.5052  0.0000
87 H -6.3909 -1.8935 -0.1639  -0.0001
88 H -5.7489 -1.4123 1.4145  0.0000

Properties
Multiplicity: 6
Relative energy (zero: lowest compared OMol25 entry of this formula, charge and spin) in kcal/mol: 11.2
⟨S²⟩: 8.77
Strongest force on any atom in hartree/bohr: 0.0443
LUMO (alpha / beta) in eV: -0.26 / -0.24
Energy in a.u.: -3183.27963
Frontier orbital gap (alpha / beta) in eV: 6.443 / 6.474